No. 1
This record from the OMol25 dataset describes a structure of composition C29H27O3PSe2Tc at a distorted geometry. The level of theory is ωB97M-V/def2-TZVPD.

Last column: Mulliken spin population.
Cartesian coordinates (Å):
Tc: 1.23 -0.25 0.95  0.296
Se: -1.21 -2.68 -0.70  -0.069
P: 0.82 -2.03 -0.59  0.025
Se: 3.23 0.34 -0.04  0.588
C: 1.45 -1.93 -2.31  -0.003
C: 2.82 -2.01 -2.53  0.001
C: 3.32 -1.98 -3.83  0.005
C: 2.45 -1.86 -4.90  -0.001
C: 1.09 -1.78 -4.69  0.002
C: 0.58 -1.81 -3.39  -0.003
C: 1.84 -3.43 0.03  -0.034
C: 1.72 -4.67 -0.59  0.000
C: 2.55 -5.72 -0.22  0.000
C: 3.50 -5.53 0.78  0.000
C: 3.61 -4.30 1.42  -0.007
C: 2.78 -3.26 1.05  0.013
H: 3.50 -2.10 -1.70  -0.004
H: 4.39 -2.05 -3.99  0.000
H: 2.85 -1.83 -5.91  0.000
H: 0.41 -1.70 -5.53  0.000
H: -0.48 -1.76 -3.22  -0.001
H: 0.98 -4.80 -1.37  0.001
H: 2.46 -6.68 -0.71  0.000
H: 4.17 -6.34 1.05  0.000
H: 4.34 -4.16 2.20  0.000
H: 2.88 -2.30 1.54  0.024
C: -0.92 0.99 -1.71  0.015
C: -0.35 2.03 -0.74  -0.031
C: 0.82 2.75 -1.46  0.035
C: 0.22 1.33 0.45  0.083
C: -1.38 3.06 -0.28  0.023
C: -1.01 4.05 0.63  0.000
C: -1.93 4.98 1.10  0.003
C: -3.25 4.93 0.66  -0.001
C: -3.62 3.96 -0.25  0.001
C: -2.70 3.03 -0.71  0.001
H: -0.13 0.30 -1.98  -0.004
H: -1.27 1.48 -2.63  0.003
H: -1.74 0.43 -1.26  -0.002
H: 1.56 2.02 -1.78  -0.012
H: 1.31 3.47 -0.81  -0.002
H: 0.42 3.27 -2.33  0.000
H: 0.10 1.91 1.38  0.026
H: 0.01 4.12 0.98  -0.006
H: -1.62 5.73 1.81  0.000
H: -3.97 5.65 1.03  0.000
H: -4.64 3.92 -0.61  0.000
H: -3.02 2.29 -1.43  0.000
O: -2.41 -1.48 2.46  0.002
C: -2.41 -0.17 2.75  0.000
C: -3.59 0.54 2.51  -0.004
C: -3.68 1.87 2.87  0.000
C: -2.62 2.51 3.49  -0.001
C: -1.45 1.82 3.73  0.005
C: -1.32 0.48 3.34  0.024
C: 0.02 -0.17 3.55  -0.028
O: 0.69 0.10 4.52  0.002
O: 0.48 -0.99 2.58  0.034
H: -1.55 -1.87 2.66  -0.001
H: -4.41 0.00 2.06  0.000
H: -4.60 2.41 2.67  0.000
H: -2.70 3.55 3.78  0.000
H: -0.60 2.30 4.20  -0.001

Results
LUMO energy (spin up / spin down) in eV: -2.23 / -2.22
Relative energy (zero: lowest compared OMol25 entry of this formula, charge and spin) in eV: 2.1762
Kohn-Sham gap (spin up / spin down) in eV: 5.603 / 5.730
Highest occupied orbital energy (spin up / spin down) in Ha: -0.288 / -0.292
E_tot in Ha: -6571.982185
2S+1: 2
Max |F| in eV/A: 1.6

=====

No. 2
This record from the OMol25 dataset describes a structure of composition C24H43CeClP2 at a distorted geometry. The level of theory is ωB97M-V/def2-TZVPD.

Last column: Mulliken spin population.
Cartesian coordinates (Å):
Ce: 1.34 2.25 0.90  1.013
C: 2.68 2.92 -1.25  -0.003
C: 1.33 3.08 -1.71  0.003
C: 1.66 4.59 0.02  -0.011
C: 2.90 3.85 -0.17  0.002
C: 0.71 4.11 -0.94  0.009
C: 3.62 1.88 -1.71  -0.003
H: 3.11 1.16 -2.36  -0.001
H: 4.10 1.34 -0.88  0.000
H: 4.43 2.35 -2.29  0.000
C: 3.99 3.75 0.81  0.002
H: 4.61 2.86 0.64  0.000
H: 3.61 3.74 1.86  0.000
H: 4.63 4.62 0.70  0.000
C: 1.32 5.42 1.20  -0.004
H: 1.81 6.40 1.09  0.000
H: 1.67 4.99 2.15  0.000
H: 0.24 5.60 1.26  -0.001
C: -0.67 4.61 -1.12  -0.001
H: -0.65 5.56 -1.66  0.000
H: -1.18 4.78 -0.17  -0.001
H: -1.26 3.91 -1.72  0.000
C: 0.70 2.39 -2.86  0.000
H: 0.78 3.01 -3.76  0.000
H: -0.36 2.21 -2.67  0.000
H: 1.19 1.43 -3.06  0.000
C: -0.31 -5.25 0.50  0.000
C: -0.01 -5.16 -0.81  0.000
C: -0.93 -5.40 -1.97  0.000
C: -2.45 -5.25 -1.69  0.000
C: -2.87 -3.91 -1.14  0.000
C: -2.89 -3.51 0.13  0.000
C: -2.54 -4.31 1.36  0.000
C: -1.64 -5.55 1.13  0.000
H: -0.76 -6.42 -2.36  0.000
H: -2.79 -6.09 -1.07  0.000
H: -0.66 -4.71 -2.79  0.000
H: -2.20 -6.31 0.58  0.000
H: 0.52 -5.12 1.21  0.000
H: 1.04 -4.98 -1.08  0.000
H: -1.44 -5.98 2.13  0.000
H: -2.06 -3.65 2.09  0.000
H: -3.28 -2.50 0.34  0.000
H: -3.48 -4.66 1.83  0.000
H: -2.96 -5.38 -2.66  0.000
H: -3.23 -3.20 -1.90  0.000
P: 0.98 -0.53 0.30  0.001
P: -1.46 1.63 1.15  -0.002
C: -0.59 -1.14 1.07  -0.001
C: -1.36 -0.08 1.91  0.000
H: -0.31 -1.97 1.75  0.000
H: -1.23 -1.57 0.28  0.001
H: -2.40 -0.41 2.08  0.000
H: -0.86 0.07 2.89  0.000
C: -2.14 2.75 2.42  0.000
H: -2.29 3.73 1.95  0.000
H: -1.44 2.84 3.26  0.000
H: -3.10 2.38 2.79  0.000
C: -2.75 1.47 -0.10  0.000
H: -3.64 0.96 0.30  0.000
H: -2.36 0.92 -0.96  0.000
H: -3.03 2.49 -0.40  0.000
C: 2.36 -1.20 1.32  0.002
H: 3.31 -0.79 0.94  0.000
H: 2.40 -2.30 1.25  0.000
H: 2.23 -0.91 2.37  0.000
C: 1.14 -1.33 -1.30  0.000
H: 0.44 -0.87 -2.01  0.000
H: 0.96 -2.42 -1.27  0.000
H: 2.18 -1.16 -1.63  0.000
Cl: 1.58 1.99 3.52  -0.005

Results
LUMO energy (spin up / spin down) in eV: -2.91 / -2.83
Relative energy (zero: lowest compared OMol25 entry of this formula, charge and spin) in eV: 0.0000
Kohn-Sham gap (spin up / spin down) in eV: 8.186 / 8.245
Highest occupied orbital energy (spin up / spin down) in Ha: -0.408 / -0.407
Charge: +1
E_tot in Ha: -2558.155488
2S+1: 2
Max |F| in eV/A: 2.0

=====

No. 3
This record from the OMol25 dataset describes a cluster of 2 separate species, CH7PSi in total at a distorted geometry. The level of theory is ωB97M-V/def2-TZVPD.

Last column: natural (NBO) charge in e.
Cartesian coordinates (Å):
C: -1.54 -1.37 -1.34  -1.057
Si: -2.25 0.04 -0.52  0.941
P: 2.76 1.17 0.85  0.015
H: 2.62 0.03 0.02  0.000
H: -0.48 -1.10 -1.48  0.212
H: -1.84 -2.22 -1.90  0.232
H: -3.50 -0.08 0.21  -0.177
H: -1.60 1.35 -0.31  -0.152
H: 4.05 1.07 1.35  -0.006
H: 2.23 0.31 1.79  -0.009

Results
LUMO energy in eV: 0.16
Relative energy (zero: lowest compared OMol25 entry of this formula, charge and spin) in eV: 2.9560
Kohn-Sham gap in eV: 8.625
Highest occupied orbital energy in Ha: -0.311
SMILES string: C=[SiH2].P
E_tot in Ha: -672.999905
Max |F| in eV/A: 3.9

=====

Question: The highest E_tot belongs to which entry?
Answer: CH7PSi

=====

Please write out number 1 again, unchanged.
This record from the OMol25 dataset describes a structure of composition C29H27O3PSe2Tc at a distorted geometry. The level of theory is ωB97M-V/def2-TZVPD.

Last column: Mulliken spin population.
Cartesian coordinates (Å):
Tc: 1.23 -0.25 0.95  0.296
Se: -1.21 -2.68 -0.70  -0.069
P: 0.82 -2.03 -0.59  0.025
Se: 3.23 0.34 -0.04  0.588
C: 1.45 -1.93 -2.31  -0.003
C: 2.82 -2.01 -2.53  0.001
C: 3.32 -1.98 -3.83  0.005
C: 2.45 -1.86 -4.90  -0.001
C: 1.09 -1.78 -4.69  0.002
C: 0.58 -1.81 -3.39  -0.003
C: 1.84 -3.43 0.03  -0.034
C: 1.72 -4.67 -0.59  0.000
C: 2.55 -5.72 -0.22  0.000
C: 3.50 -5.53 0.78  0.000
C: 3.61 -4.30 1.42  -0.007
C: 2.78 -3.26 1.05  0.013
H: 3.50 -2.10 -1.70  -0.004
H: 4.39 -2.05 -3.99  0.000
H: 2.85 -1.83 -5.91  0.000
H: 0.41 -1.70 -5.53  0.000
H: -0.48 -1.76 -3.22  -0.001
H: 0.98 -4.80 -1.37  0.001
H: 2.46 -6.68 -0.71  0.000
H: 4.17 -6.34 1.05  0.000
H: 4.34 -4.16 2.20  0.000
H: 2.88 -2.30 1.54  0.024
C: -0.92 0.99 -1.71  0.015
C: -0.35 2.03 -0.74  -0.031
C: 0.82 2.75 -1.46  0.035
C: 0.22 1.33 0.45  0.083
C: -1.38 3.06 -0.28  0.023
C: -1.01 4.05 0.63  0.000
C: -1.93 4.98 1.10  0.003
C: -3.25 4.93 0.66  -0.001
C: -3.62 3.96 -0.25  0.001
C: -2.70 3.03 -0.71  0.001
H: -0.13 0.30 -1.98  -0.004
H: -1.27 1.48 -2.63  0.003
H: -1.74 0.43 -1.26  -0.002
H: 1.56 2.02 -1.78  -0.012
H: 1.31 3.47 -0.81  -0.002
H: 0.42 3.27 -2.33  0.000
H: 0.10 1.91 1.38  0.026
H: 0.01 4.12 0.98  -0.006
H: -1.62 5.73 1.81  0.000
H: -3.97 5.65 1.03  0.000
H: -4.64 3.92 -0.61  0.000
H: -3.02 2.29 -1.43  0.000
O: -2.41 -1.48 2.46  0.002
C: -2.41 -0.17 2.75  0.000
C: -3.59 0.54 2.51  -0.004
C: -3.68 1.87 2.87  0.000
C: -2.62 2.51 3.49  -0.001
C: -1.45 1.82 3.73  0.005
C: -1.32 0.48 3.34  0.024
C: 0.02 -0.17 3.55  -0.028
O: 0.69 0.10 4.52  0.002
O: 0.48 -0.99 2.58  0.034
H: -1.55 -1.87 2.66  -0.001
H: -4.41 0.00 2.06  0.000
H: -4.60 2.41 2.67  0.000
H: -2.70 3.55 3.78  0.000
H: -0.60 2.30 4.20  -0.001

Results
LUMO energy (spin up / spin down) in eV: -2.23 / -2.22
Relative energy (zero: lowest compared OMol25 entry of this formula, charge and spin) in eV: 2.1762
Kohn-Sham gap (spin up / spin down) in eV: 5.603 / 5.730
Highest occupied orbital energy (spin up / spin down) in Ha: -0.288 / -0.292
E_tot in Ha: -6571.982185
2S+1: 2
Max |F| in eV/A: 1.6

=====

Question: Among the records above, which one has the lowest max |F|?
Answer: C29H27O3PSe2Tc

=====

Question: Which value of E_tot does entry 1 give?
Answer: -6571.982185 Ha